Here is a cluster of 5 separate species, C35H69FIN2O21P5 in total in a non-equilibrium geometry from the OMol25 dataset. Energies are from ωB97M-V/def2-TZVPD.

Atoms and positions in Å:
C: 3.983 -0.516 3.296
O: 4.277 0.591 4.146
C: 3.714 1.762 3.570
C: 3.699 2.922 4.558
C: 2.324 3.298 5.158
C: 1.142 3.331 4.204
C: 1.268 3.675 2.865
F: 2.487 4.028 2.385
C: 0.229 3.689 1.938
C: 0.475 4.034 0.480
C: 0.406 2.715 -0.320
C: 1.297 1.595 0.250
C: 0.506 0.301 0.550
N: 0.619 -0.144 1.956
C: 0.568 -1.535 2.099
C: -0.384 -2.145 3.104
O: 1.289 -2.269 1.467
C: -1.029 3.362 2.419
C: -1.177 3.020 3.758
C: -0.141 2.979 4.681
P: -0.397 2.477 6.454
O: -0.844 0.891 6.291
I: -2.301 3.778 7.283
C: -2.657 2.695 3.888
O: -3.147 1.975 4.701
N: -3.288 3.365 2.824
C: -4.618 2.864 2.390
C: -5.712 2.927 3.473
C: -6.569 1.654 3.588
C: -6.926 1.013 2.219
C: -5.939 0.584 4.506
C: -2.370 3.305 1.739
O: -2.633 3.196 0.582
H: 2.949 -0.817 3.478
H: 4.031 -0.209 2.243
H: 4.704 -1.315 3.441
H: 4.360 2.052 2.726
H: 2.741 1.514 3.130
H: 4.352 2.631 5.386
H: 4.159 3.814 4.135
H: 2.112 2.604 5.970
H: 2.442 4.275 5.637
H: -0.286 4.751 0.174
H: 1.466 4.466 0.385
H: -0.630 2.379 -0.257
H: 0.586 2.891 -1.382
H: 1.921 1.900 1.088
H: 1.996 1.318 -0.545
H: 0.805 -0.478 -0.146
H: -0.561 0.458 0.351
H: -0.173 0.203 2.487
H: -1.181 -2.696 2.604
H: -0.797 -1.419 3.810
H: 0.140 -2.886 3.709
H: -0.221 0.528 5.644
H: -4.944 3.491 1.563
H: -4.481 1.866 1.965
H: -5.274 3.184 4.437
H: -6.396 3.747 3.235
H: -7.516 1.948 4.050
H: -6.680 1.635 1.357
H: -7.987 0.766 2.191
H: -6.361 0.084 2.115
H: -5.459 1.084 5.347
H: -6.724 -0.043 4.935
H: -5.222 -0.022 3.955
C: 7.999 6.808 -1.320
O: 6.959 6.316 -2.199
P: 5.463 5.945 -1.574
O: 5.113 4.732 -2.344
O: 4.748 7.265 -2.184
C: 5.273 8.559 -1.889
O: 4.428 5.918 -0.306
C: 4.263 4.668 0.386
H: 8.897 6.213 -1.479
H: 8.217 7.849 -1.563
H: 7.720 6.740 -0.268
H: 5.918 8.884 -2.708
H: 5.841 8.570 -0.955
H: 4.440 9.253 -1.798
H: 5.210 4.135 0.469
H: 3.542 4.048 -0.142
H: 3.903 4.886 1.375
C: -1.772 0.206 -6.486
O: -2.425 -0.500 -5.402
P: -1.519 -1.044 -4.110
O: -2.211 -2.339 -3.886
O: -2.068 0.104 -3.104
C: -1.878 1.485 -3.419
O: -0.175 -1.247 -3.178
C: 0.526 -2.494 -3.300
H: -2.061 -0.259 -7.426
H: -2.099 1.247 -6.489
H: -0.685 0.175 -6.405
H: -2.783 1.879 -3.885
H: -1.026 1.637 -4.085
H: -1.698 2.018 -2.487
H: 0.549 -2.843 -4.332
H: 0.046 -3.241 -2.671
H: 1.548 -2.336 -2.959
C: 0.195 -4.256 -10.746
O: 0.685 -3.721 -9.492
P: 0.711 -4.689 -8.136
O: 0.314 -3.728 -7.086
O: 2.323 -4.872 -8.204
C: 2.933 -5.388 -9.385
O: 0.570 -6.144 -7.394
C: -0.623 -6.379 -6.627
H: -0.552 -3.573 -11.147
H: 1.021 -4.333 -11.454
H: -0.262 -5.239 -10.627
H: 3.293 -4.559 -9.999
H: 2.244 -6.000 -9.971
H: 3.780 -6.003 -9.090
H: -1.501 -5.955 -7.109
H: -0.509 -5.947 -5.635
H: -0.756 -7.456 -6.541
C: -2.785 -6.136 0.876
O: -2.279 -5.794 2.192
P: -2.308 -6.934 3.430
O: -2.646 -5.955 4.502
O: -0.714 -7.202 3.370
C: -0.124 -7.741 2.184
O: -2.578 -8.332 4.267
C: -3.782 -8.417 5.036
H: -3.493 -5.370 0.566
H: -1.959 -6.162 0.165
H: -3.292 -7.102 0.866
H: 0.283 -6.928 1.581
H: -0.843 -8.309 1.588
H: 0.686 -8.405 2.477
H: -4.620 -7.950 4.524
H: -3.631 -7.937 6.000
H: -4.007 -9.472 5.187

Calculated values
Frontier orbital gap   0.271 hartree
Multiplicity   1
SMILES   COCCCc1c(F)c(CCCCNC(C)=O)c2c(c1P(O)I)C(=O)N(CCC(C)C)C2=O.COP(=O)(OC)OC.COP(=O)(OC)OC.COP(=O)(OC)OC.COP(=O)(OC)OC

***

Here is a cluster of 5 separate species, C59H65FO18 in total in a non-equilibrium geometry from the OMol25 dataset. Energies are from ωB97M-V/def2-TZVPD.

Atoms and positions in Å:
C: 10.906 -3.093 3.119
C: 9.457 -2.863 2.694
C: 9.316 -2.049 1.389
C: 8.357 -0.881 1.561
C: 7.966 -0.196 0.252
C: 7.417 1.238 0.497
C: 6.161 1.512 -0.329
C: 5.772 2.996 -0.286
C: 5.353 3.424 1.135
C: 4.490 4.714 1.120
C: 3.173 4.555 1.870
C: 2.258 3.492 1.264
C: 0.843 3.611 1.830
C: -0.082 2.493 1.375
C: -1.553 2.966 1.206
C: -2.549 1.903 1.572
C: -3.402 2.007 2.694
C: -3.426 3.190 3.641
C: -2.673 2.872 4.963
C: -1.331 3.607 5.122
C: -0.163 2.668 5.398
C: -4.305 0.975 2.999
C: -4.399 -0.170 2.228
C: -3.565 -0.281 1.120
C: -2.652 0.734 0.790
C: -1.857 0.490 -0.459
O: -1.616 1.357 -1.252
C: -1.448 -0.924 -0.694
C: -2.362 -1.926 -0.311
C: -2.087 -3.275 -0.473
C: -0.868 -3.651 -1.030
C: 0.032 -2.671 -1.433
C: -0.239 -1.306 -1.289
C: 0.807 -0.333 -1.799
C: 2.012 -0.216 -0.867
F: 1.285 -0.889 -2.994
C: -3.645 -1.474 0.263
O: -4.692 -2.027 0.040
H: 10.947 -3.313 4.183
H: 11.508 -2.208 2.942
H: 11.351 -3.926 2.581
H: 8.970 -2.306 3.491
H: 8.922 -3.802 2.591
H: 8.944 -2.700 0.600
H: 10.286 -1.662 1.089
H: 8.814 -0.128 2.201
H: 7.434 -1.206 2.041
H: 7.192 -0.754 -0.268
H: 8.828 -0.110 -0.407
H: 8.163 1.989 0.243
H: 7.185 1.316 1.555
H: 6.327 1.200 -1.358
H: 5.330 0.967 0.114
H: 4.930 3.189 -0.945
H: 6.634 3.602 -0.556
H: 4.771 2.638 1.607
H: 6.244 3.635 1.715
H: 4.344 5.085 0.109
H: 5.059 5.485 1.640
H: 3.399 4.294 2.902
H: 2.625 5.494 1.832
H: 2.218 3.628 0.183
H: 2.659 2.493 1.442
H: 0.927 3.666 2.913
H: 0.446 4.558 1.470
H: -0.104 1.667 2.088
H: 0.244 2.086 0.423
H: -1.717 3.255 0.173
H: -1.696 3.865 1.788
H: -4.469 3.342 3.897
H: -3.011 4.071 3.178
H: -2.456 1.807 4.976
H: -3.325 3.052 5.811
H: -1.405 4.257 5.993
H: -1.126 4.253 4.273
H: -0.470 1.846 6.039
H: 0.252 2.262 4.482
H: 0.628 3.195 5.926
H: -4.949 1.078 3.859
H: -5.117 -0.939 2.457
H: -2.826 -4.000 -0.169
H: -0.662 -4.702 -1.149
H: 0.967 -2.962 -1.883
H: 0.379 0.630 -2.034
H: 1.915 -0.819 0.025
H: 2.214 0.811 -0.575
H: 2.889 -0.578 -1.393
C: -5.898 -5.190 -3.485
C: -6.020 -4.298 -2.487
C: -7.187 -4.345 -1.527
O: -7.244 -3.519 -0.642
C: -8.195 -5.380 -1.723
C: -8.064 -6.262 -2.720
C: -6.894 -6.226 -3.662
O: -6.848 -7.078 -4.533
O: -8.942 -7.230 -2.962
O: -5.122 -3.340 -2.306
H: -5.066 -5.167 -4.176
H: -9.033 -5.397 -1.042
H: -8.597 -7.716 -3.735
H: -5.347 -2.788 -1.514
C: 4.216 -0.101 4.987
C: 3.525 -0.020 3.842
C: 2.773 -1.196 3.280
O: 2.155 -1.014 2.246
C: 2.835 -2.461 3.984
C: 3.528 -2.545 5.128
C: 4.253 -1.359 5.711
O: 4.843 -1.524 6.761
O: 3.632 -3.660 5.835
O: 3.457 1.082 3.106
H: 4.759 0.737 5.399
H: 2.307 -3.304 3.560
H: 4.182 -3.440 6.612
H: 2.898 0.859 2.335
C: -6.142 4.139 -4.077
C: -6.030 4.529 -2.800
C: -5.215 3.756 -1.798
O: -5.155 4.196 -0.663
C: -4.555 2.543 -2.237
C: -4.667 2.148 -3.512
C: -5.464 2.933 -4.520
O: -5.502 2.510 -5.660
O: -4.098 1.048 -3.984
O: -6.618 5.616 -2.315
H: -6.724 4.688 -4.803
H: -3.984 1.986 -1.509
H: -4.344 0.999 -4.928
H: -6.367 5.659 -1.373
C: -3.387 -3.476 -7.498
C: -3.991 -3.018 -8.603
C: -5.164 -2.077 -8.539
O: -5.639 -1.701 -9.594
C: -5.660 -1.679 -7.235
C: -5.058 -2.137 -6.127
C: -3.870 -3.062 -6.193
O: -3.377 -3.423 -5.141
O: -5.456 -1.817 -4.904
O: -3.613 -3.348 -9.831
H: -2.544 -4.151 -7.535
H: -6.511 -1.014 -7.200
H: -4.854 -2.272 -4.277
H: -4.217 -2.874 -10.435

Calculated values
Frontier orbital gap   0.278 hartree
Multiplicity   1
SMILES   CCCCCCCCCCCCCCCc1c(CCCC)ccc2c1C(=O)c1c(cccc1[C@@H](C)F)C2=O.O=C1C=C(O)C(=O)C=C1O.O=C1C=C(O)C(=O)C=C1O.O=C1C=C(O)C(=O)C=C1O.O=C1C=C(O)C(=O)C=C1O

***

Here is the molecule C18H15N3O4 from the OMol25 dataset. Energies are from ωB97M-V/def2-TZVPD.

Atoms and positions in Å:
C: -1.798 2.838 -4.985
C: -1.329 1.503 -4.431
H: -1.141 0.791 -5.241
H: -2.067 1.077 -3.743
O: -0.098 1.687 -3.732
C: 0.025 1.155 -2.513
O: -0.860 0.500 -1.994
C: 1.334 1.454 -1.898
C: 2.239 2.266 -2.585
C: 3.472 2.574 -2.051
C: 3.823 2.067 -0.808
C: 2.949 1.262 -0.107
C: 1.694 0.940 -0.631
N: 0.801 0.139 0.053
C: 0.941 -0.476 1.257
O: 1.920 -0.407 1.974
C: -0.281 -1.274 1.610
N: -1.120 -1.448 0.638
N: -2.227 -2.145 0.822
C: -2.642 -2.756 1.991
O: -3.687 -3.372 2.023
C: -1.710 -2.567 3.104
C: -2.014 -3.124 4.347
C: -1.154 -2.955 5.408
C: 0.019 -2.224 5.239
C: 0.336 -1.666 4.020
C: -0.521 -1.828 2.925
H: 1.247 -1.106 3.894
H: 0.691 -2.092 6.075
H: -1.388 -3.386 6.370
H: -2.933 -3.682 4.441
H: -2.820 -2.226 0.001
H: -0.081 -0.040 -0.439
H: 3.224 0.870 0.857
H: 4.786 2.301 -0.381
H: 4.157 3.204 -2.597
H: 1.954 2.654 -3.550
H: -2.719 2.697 -5.543
H: -1.980 3.540 -4.174
H: -1.043 3.257 -5.645

Calculated values
Energy above the lowest of the compared OMol25 structures with the same formula, charge and spin   0.0000 eV
Frontier orbital gap   0.309 hartree
Multiplicity   1
SMILES   CCOC(=O)c1ccccc1NC(=O)c1n[nH]c(=O)c2ccccc12

***

Here is a structure of composition C3H9GaO7PSSe3Te from the OMol25 dataset. Energies are from ωB97M-V/def2-TZVPD.

Atoms and positions in Å:
Ga: 0.330 -2.077 -0.005
Se: 2.294 -1.790 -1.276
Se: 3.840 -1.173 0.385
Te: 2.532 -0.658 2.527
Se: 0.522 -2.133 2.372
C: 2.012 2.331 -0.026
O: 0.652 2.372 -0.460
P: -0.308 1.069 -0.181
O: -1.273 1.217 -1.461
C: -0.886 0.569 -2.668
O: -1.414 1.641 0.852
C: -1.072 1.612 2.235
H: 2.342 3.362 0.092
H: 2.636 1.830 -0.770
H: 2.122 1.807 0.925
H: -1.722 0.665 -3.357
H: -0.695 -0.492 -2.502
H: -0.003 1.044 -3.102
H: -1.996 1.495 2.797
H: -0.587 2.548 2.522
H: -0.412 0.771 2.467
O: -0.460 -3.823 -0.501
S: -1.884 -3.265 -0.259
O: -2.225 -3.412 1.135
O: -1.511 -1.765 -0.531
O: -2.835 -3.748 -1.211

Calculated values
Energy above the lowest of the compared OMol25 structures with the same formula, charge and spin   0.4038 eV
Frontier orbital gap   0.245 hartree
Net charge   -1
Multiplicity   1

***

Here is the molecule C3H5FN4 in a non-equilibrium geometry from the OMol25 dataset. Energies are from ωB97M-V/def2-TZVPD.

Atoms and positions in Å:
C: 0.516 -0.705 -0.108
C: -1.122 0.906 -0.027
C: 1.145 0.418 -0.168
H: 1.397 -2.114 0.904
H: 1.922 -1.911 -0.731
H: -1.869 -1.166 0.211
H: -3.003 1.010 0.097
H: 0.504 2.362 0.025
N: 0.990 -2.015 -0.095
N: -0.911 -0.420 -0.116
N: -2.165 1.655 0.206
N: 0.217 1.435 0.054
F: 2.380 0.545 -0.251

Calculated values
Energy above the lowest of the compared OMol25 structures with the same formula, charge and spin   2.2102 eV
Frontier orbital gap   0.292 hartree
Multiplicity   1
SMILES   [H]/N=c1\[nH]c(N)c(F)[nH]1

***

Here is the molecule CH2N2O2 in a non-equilibrium geometry from the OMol25 dataset. Energies are from ωB97M-V/def2-TZVPD.

Atoms and positions in Å:
C: -0.216 -0.590 -0.012
N: -1.519 0.329 0.361
N: 0.942 0.061 0.005
O: -0.433 -1.756 -0.122
O: -1.561 1.380 -0.218
H: 0.999 1.063 0.027
H: 1.789 -0.487 -0.041

Calculated values
Energy above the lowest of the compared OMol25 structures with the same formula, charge and spin   3.1354 eV
Frontier orbital gap (alpha / beta)   0.316 / 0.316 hartree
Multiplicity   1
SMILES   NC(=O)N=O

***

Here is the molecule H4N2S2 in a non-equilibrium geometry from the OMol25 dataset. Energies are from ωB97M-V/def2-TZVPD.

Atoms and positions in Å:
N: 1.937 0.154 0.937
N: -1.270 0.531 -0.968
S: 0.469 0.636 -0.092
S: -2.497 -0.229 -0.459
H: 1.774 -0.869 1.154
H: 2.744 0.168 0.203
H: -0.098 0.390 0.978
H: -3.059 -0.781 -1.752

Calculated values
Energy above the lowest of the compared OMol25 structures with the same formula, charge and spin   3.7180 eV
Frontier orbital gap   0.267 hartree
Multiplicity   1

***

Here is a cluster of 2 separate species, C2H2NO2P in total in a non-equilibrium geometry from the OMol25 dataset. Energies are from ωB97M-V/def2-TZVPD.

Atoms and positions in Å:
C: -1.649 -0.125 0.324
C: -1.211 0.922 -0.120
N: 2.137 -1.599 -0.017
O: 1.875 -0.963 -1.037
O: -0.881 1.903 -0.906
P: 2.418 -2.240 1.273
H: -2.258 -0.656 1.000
H: -0.432 2.757 -0.516

Calculated values
Energy above the lowest of the compared OMol25 structures with the same formula, charge and spin   5.3155 eV
Frontier orbital gap (alpha / beta)   0.346 / 0.346 hartree
Multiplicity   1
SMILES   [O-][N+]#P.C#CO

***

Here is a cluster of 8 separate species, C30H46Br2O21 in total in a non-equilibrium geometry from the OMol25 dataset. Energies are from ωB97M-V/def2-TZVPD.

Atoms and positions in Å:
Br: -16.379 20.925 23.018
C: -17.704 20.454 24.410
C: -18.988 20.991 23.715
Br: -20.559 21.779 24.690
H: -17.353 21.013 25.277
H: -17.716 19.364 24.444
H: -19.373 20.185 23.091
H: -18.925 21.746 22.931
C: -10.497 5.658 24.922
C: -9.098 6.024 24.177
C: -7.800 5.961 25.042
O: -7.006 5.154 24.213
C: -7.549 5.008 22.988
O: -7.035 4.538 21.988
O: -8.897 5.251 22.976
H: -11.359 6.142 24.463
H: -10.363 5.967 25.958
H: -10.476 4.568 24.913
H: -9.132 7.055 23.824
H: -8.094 5.538 26.002
H: -7.416 6.980 25.065
C: -20.178 15.375 14.803
C: -18.825 15.509 15.605
C: -18.598 16.890 16.069
O: -17.984 16.601 17.343
C: -18.499 15.489 17.750
O: -18.589 15.068 18.923
O: -19.057 14.858 16.781
H: -20.377 14.330 14.563
H: -20.013 15.958 13.898
H: -20.952 15.847 15.408
H: -18.016 15.132 14.980
H: -19.484 17.518 16.162
H: -17.853 17.354 15.423
C: -9.991 21.921 26.746
C: -10.343 20.503 26.402
C: -11.578 20.455 25.528
O: -11.202 19.494 24.501
C: -9.905 19.346 24.524
O: -9.285 18.613 23.813
O: -9.391 19.895 25.609
H: -10.217 22.230 27.767
H: -10.530 22.680 26.179
H: -8.952 22.250 26.719
H: -10.459 19.908 27.308
H: -11.876 21.444 25.182
H: -12.431 20.067 26.084
C: -11.264 7.854 19.010
C: -12.256 6.874 18.250
C: -11.650 6.181 16.980
O: -11.565 4.810 17.334
C: -12.084 4.596 18.638
O: -12.324 3.497 19.112
O: -12.191 5.834 19.203
H: -11.442 8.804 18.508
H: -10.262 7.529 18.726
H: -11.300 8.150 20.059
H: -13.229 7.322 18.047
H: -10.655 6.623 16.940
H: -12.206 6.284 16.048
C: -20.845 10.593 24.459
C: -22.317 10.192 24.410
C: -22.655 8.924 23.610
O: -23.455 8.151 24.587
C: -23.193 8.747 25.863
O: -23.668 8.316 26.901
O: -22.468 9.813 25.718
H: -20.583 11.527 24.957
H: -20.461 10.884 23.481
H: -20.342 9.735 24.903
H: -22.988 11.006 24.134
H: -21.773 8.345 23.334
H: -23.134 9.408 22.759
C: -10.906 15.668 12.197
C: -12.265 15.501 12.956
C: -12.834 14.136 12.765
O: -13.149 13.724 14.099
C: -12.487 14.349 14.958
O: -12.456 14.045 16.179
O: -11.886 15.327 14.297
H: -11.136 15.856 11.148
H: -10.146 14.905 12.366
H: -10.417 16.609 12.448
H: -13.032 16.260 12.802
H: -12.141 13.536 12.175
H: -13.778 14.145 12.218
C: -15.019 15.025 23.449
C: -14.617 13.542 23.134
C: -13.395 13.478 22.303
O: -12.725 12.347 22.874
C: -13.377 12.006 24.050
O: -12.937 11.167 24.799
O: -14.344 12.897 24.317
H: -14.144 15.650 23.626
H: -15.781 15.123 24.222
H: -15.478 15.396 22.532
H: -15.473 12.980 22.760
H: -12.656 14.280 22.303
H: -13.748 13.259 21.296

Calculated values
Frontier orbital gap   0.375 hartree
Multiplicity   1
SMILES   C[C@H]1COC(=O)O1.C[C@H]1COC(=O)O1.C[C@H]1COC(=O)O1.C[C@H]1COC(=O)O1.C[C@H]1COC(=O)O1.C[C@H]1COC(=O)O1.C[C@H]1COC(=O)O1.BrCCBr

***

Here is the molecule C5H6ClNO in a non-equilibrium geometry from the OMol25 dataset. Energies are from ωB97M-V/def2-TZVPD.

Atoms and positions in Å:
C: 0.726 -0.194 -0.490
C: 0.107 1.198 -0.709
C: -1.219 1.053 0.077
C: -0.285 -0.740 0.528
C: -1.622 -0.356 -0.204
H: 0.708 -0.903 -1.336
H: 0.759 1.968 -0.307
H: -0.061 1.411 -1.768
H: -1.927 1.854 0.177
H: -1.500 0.242 1.836
H: -0.072 -1.673 1.055
N: -0.657 0.496 1.340
O: -2.606 -0.940 -0.566
Cl: 2.430 -0.272 0.016

Calculated values
Energy above the lowest of the compared OMol25 structures with the same formula, charge and spin   1.8013 eV
Frontier orbital gap   0.394 hartree
Multiplicity   1
SMILES   O=C1[C@@H]2C[C@@H](Cl)[C@H]1N2